[1]
Below is C34H49AuN5O4P2Si2Te as an isolated structure, with properties calculated with ωB97M-V/def2-TZVPD.

XYZ file:
```
98
Properties=species:S:1:pos:R:3
Au -1.154 -0.939 -1.117
O 1.208 -0.855 -1.799
P 2.323 -0.089 -1.133
C 1.833 1.680 -0.982
P 0.182 1.968 -1.616
O -0.847 1.048 -0.857
C 0.110 1.685 -3.372
C 1.270 1.687 -4.144
C 1.184 1.527 -5.519
C -0.054 1.379 -6.126
C -1.216 1.394 -5.362
C -1.135 1.545 -3.988
C -0.287 3.635 -1.206
C 0.593 4.504 -0.560
C 0.193 5.800 -0.269
C -1.079 6.229 -0.617
C -1.958 5.368 -1.264
C -1.565 4.077 -1.565
C 2.613 -0.630 0.555
C 2.579 -2.009 0.773
C 2.785 -2.519 2.045
C 3.038 -1.659 3.107
C 3.106 -0.289 2.893
C 2.901 0.225 1.620
C 3.830 -0.118 -2.073
C 3.897 -0.912 -3.216
C 5.076 -0.956 -3.945
C 6.173 -0.213 -3.536
C 6.106 0.578 -2.393
C 4.937 0.624 -1.656
H 2.545 2.339 -1.482
H 1.781 1.977 0.067
H 2.246 1.799 -3.689
H 2.085 1.527 -6.116
H -0.117 1.269 -7.200
H -2.180 1.322 -5.850
H -2.041 1.608 -3.394
H 1.591 4.195 -0.285
H 0.879 6.475 0.222
H -1.385 7.242 -0.394
H -2.944 5.711 -1.545
H -2.251 3.423 -2.085
H 2.410 -2.682 -0.056
H 2.776 -3.589 2.203
H 3.216 -2.059 4.096
H 3.342 0.378 3.710
H 2.995 1.294 1.481
H 3.032 -1.485 -3.525
H 5.141 -1.574 -4.830
H 7.091 -0.251 -4.106
H 6.968 1.148 -2.077
H 4.897 1.226 -0.755
N -2.388 -1.159 -3.151
N -3.157 -2.318 -2.929
C -2.694 -3.274 -2.093
N -3.256 -4.460 -2.110
N -1.668 -2.896 -1.298
N -0.836 -3.859 -0.700
O 0.092 -3.382 -0.105
O -1.100 -5.026 -0.837
H -3.006 -0.354 -3.151
H -1.885 -1.201 -4.038
H -3.883 -2.554 -3.592
H -3.948 -4.694 -2.807
H -2.888 -5.200 -1.525
C -0.533 -2.570 4.851
Si -1.530 -3.506 3.588
C -0.442 -4.691 2.661
C -3.034 -4.322 4.301
C -2.297 -2.204 2.359
Te -1.060 -0.704 1.516
C -2.421 0.866 1.700
Si -1.967 2.009 3.206
C -0.313 2.740 2.749
C -3.333 3.256 3.287
C -1.839 0.929 4.714
H 0.000 -3.287 5.479
H -1.159 -1.970 5.512
H 0.228 -1.923 4.404
H 0.057 -5.347 3.377
H 0.338 -4.187 2.096
H -1.006 -5.337 1.986
H -2.731 -5.102 5.002
H -3.648 -4.795 3.534
H -3.659 -3.618 4.852
H -3.017 -1.593 2.910
H -2.849 -2.673 1.542
H -3.423 0.445 1.765
H -2.312 1.480 0.806
H -0.376 3.298 1.811
H 0.467 1.978 2.654
H 0.016 3.436 3.523
H -3.443 3.793 2.343
H -3.115 3.994 4.061
H -4.289 2.794 3.534
H -1.080 0.149 4.606
H -2.790 0.455 4.966
H -1.539 1.526 5.577
```

As for the total charge: +3. The calculation puts the calculated total energy at -96988.39168 eV. For the relative energy (zero: lowest compared OMol25 entry of this formula, charge and spin), the calculation gives 0.0 kcal per mole. The value obtained for the orbital gap (spin up / spin down) is 5.51 / 5.51 eV.

[2]
Below is a 2-piece molecular cluster, C4H8N3OS2 overall, with properties calculated with ωB97M-V/def2-TZVPD.

XYZ file:
```
18
Properties=species:S:1:pos:R:3
C 0.751 -0.404 0.440
C -0.362 -0.949 0.976
C -2.845 0.445 -0.583
C 2.054 -0.610 1.233
N -1.808 -0.186 -0.889
N -2.683 1.757 -0.164
N 0.760 0.244 -0.707
O -1.013 -1.571 1.715
S -4.524 0.181 -0.847
S -4.184 2.507 0.218
H 2.918 -0.408 0.642
H 1.975 -1.717 1.668
H 2.169 0.086 2.090
H -1.913 -1.170 -0.989
H 1.529 0.655 -1.149
H -0.257 0.407 -1.162
H -1.712 2.121 0.011
H -4.435 3.180 -1.010
```

As for the total charge: +1. As for the spin multiplicity: 3. The calculation puts the calculated total energy at -32455.68850 eV. The expectation value of S² is 2.014. The value obtained for the orbital gap (spin up / spin down) is 8.09 / 7.52 eV.

[3]
Below is one molecule with the formula C5H7N3, with properties calculated with ωB97M-V/def2-TZVPD.

XYZ file:
```
15
Properties=species:S:1:pos:R:3
C 0.352 -0.273 1.608
C -0.085 -0.174 0.036
C 0.727 -0.053 -1.022
C 0.037 0.316 -2.261
C -1.362 -0.241 -0.477
H 1.960 0.903 1.053
H 1.505 0.527 2.834
H -0.991 -1.356 2.077
H 1.717 -0.175 -0.914
H 0.430 0.369 -3.351
H -1.923 0.785 -2.272
H -2.280 -0.419 0.004
N 1.548 0.154 1.835
N -0.460 -0.527 2.593
N -1.176 0.163 -1.742
```

The calculation puts the calculated total energy at -9765.34004 eV. For the relative energy (zero: lowest compared OMol25 entry of this formula, charge and spin), the calculation gives 93.3 kcal per mole. The value obtained for the orbital gap is 9.19 eV.